(1)
Molecular formula: C19H20ClCsN2O7
Method: DFT, the ωB97M-V functional and the def2-TZVPD basis

Its charge is -2. As for the energy above the lowest of the compared OMol25 structures with the same formula, charge and spin: 21.6 kJ/mol. The energy is -1852.687636 hartree. The HOMO energy is -2.62 eV. As for the frontier orbital gap: 6.60 eV. The strongest force on any atom comes out at 0.517 eV/A.

Last column: natural (NBO) charge in e.
Positions of all 50 atoms, in Å:
Cs (-0.936, 1.126, -0.114)  0.956
O (3.280, 1.825, 0.209)  -0.768
C (3.606, 2.822, -0.725)  -0.068
C (2.951, 2.612, -2.084)  -0.227
N (1.501, 2.551, -2.067)  -0.443
C (0.903, 3.810, -1.624)  -0.369
C (0.863, 4.102, -0.094)  0.763
O (0.718, 5.289, 0.227)  -0.745
O (0.960, 3.113, 0.693)  -0.846
C (1.029, 2.170, -3.398)  -0.324
C (-0.490, 1.836, -3.497)  0.750
O (-1.206, 2.607, -4.161)  -0.760
O (-0.823, 0.788, -2.888)  -0.828
H (2.353, 2.044, 0.471)  0.515
H (4.692, 2.797, -0.875)  0.150
H (3.358, 3.817, -0.336)  0.169
H (3.318, 1.664, -2.492)  0.179
H (3.304, 3.420, -2.760)  0.140
H (-0.127, 3.826, -1.991)  0.229
H (1.403, 4.676, -2.089)  0.173
H (1.561, 1.260, -3.690)  0.185
H (1.228, 2.953, -4.152)  0.153
Cl (-5.028, -1.639, 7.012)  -0.087
C (-4.101, -1.426, 5.533)  -0.137
C (-2.986, -2.246, 5.292)  -0.213
C (-2.261, -2.098, 4.145)  -0.304
C (-2.584, -1.122, 3.121)  0.430
O (-1.902, -1.040, 2.078)  -0.715
C (-3.734, -0.290, 3.426)  -0.266
C (-4.227, 0.762, 2.556)  0.402
O (-3.834, 1.110, 1.460)  -0.578
C (-4.452, -0.471, 4.620)  -0.189
H (-2.703, -2.994, 6.024)  0.203
H (-1.395, -2.722, 3.959)  0.204
H (-5.104, 1.294, 3.000)  0.069
H (-5.308, 0.168, 4.812)  0.203
C (1.354, -5.227, -2.335)  -0.628
C (1.213, -3.903, -1.636)  0.007
C (2.023, -2.822, -1.954)  -0.270
C (1.849, -1.620, -1.279)  0.063
N (0.941, -1.449, -0.329)  -0.433
C (0.151, -2.478, -0.024)  0.047
C (0.255, -3.714, -0.646)  -0.280
H (2.139, -5.192, -3.092)  0.207
H (0.421, -5.509, -2.827)  0.216
H (1.601, -6.020, -1.626)  0.210
H (2.777, -2.903, -2.728)  0.199
H (2.460, -0.753, -1.510)  0.209
H (-0.594, -2.290, 0.746)  0.242
H (-0.417, -4.515, -0.362)  0.202

=====

(2)
Molecular formula: C19H20ClF17LuNO3P
Method: DFT, the ωB97M-V functional and the def2-TZVPD basis

Its charge is +3. As for the energy above the lowest of the compared OMol25 structures with the same formula, charge and spin: 224.3 kJ/mol. The energy is -4749.994358 hartree. The HOMO energy is -17.38 eV. As for the frontier orbital gap: 3.00 eV. The strongest force on any atom comes out at 3.303 eV/A.

Last column: natural (NBO) charge in e.
Positions of all 63 atoms, in Å:
C (5.905, -0.291, 0.531)  -0.712
C (4.906, -0.889, -0.418)  0.364
C (4.858, -2.386, -0.521)  -0.709
C (4.023, -0.072, -1.170)  0.097
C (3.502, 1.152, -0.527)  -0.511
C (2.803, 2.144, -1.517)  -0.391
C (1.275, 1.954, -1.755)  -0.212
C (1.052, 0.596, -2.503)  -0.627
C (0.444, 1.963, -0.422)  -0.434
C (-1.025, 2.364, -0.776)  -0.224
N (-2.070, 1.795, 0.118)  -0.538
C (-1.769, 1.858, 1.501)  0.923
O (-1.723, 0.878, 2.125)  -0.497
O (-1.482, 3.053, 2.178)  -0.766
P (-0.017, 3.050, 2.868)  1.477
O (0.081, 4.521, 3.518)  -0.934
Cl (0.010, 1.727, 4.636)  -0.457
C (-3.391, 2.279, -0.199)  0.779
F (-3.453, 2.794, -1.404)  -0.271
F (-3.686, 3.327, 0.625)  -0.322
C (-4.592, 1.282, 0.068)  0.583
F (-5.637, 1.976, -0.392)  -0.273
F (-4.742, 1.249, 1.396)  -0.294
C (-4.614, -0.095, -0.673)  0.577
F (-5.806, -0.205, -1.236)  -0.256
F (-3.770, -0.034, -1.735)  -0.314
C (-4.363, -1.428, 0.112)  0.590
F (-5.272, -2.304, -0.325)  -0.275
F (-4.511, -1.376, 1.436)  -0.290
C (-3.012, -2.188, -0.157)  0.591
F (-1.937, -1.368, -0.067)  -0.329
F (-3.060, -2.766, -1.348)  -0.280
C (-2.754, -3.326, 0.872)  0.582
F (-2.270, -2.827, 2.034)  -0.314
F (-3.853, -3.977, 1.207)  -0.270
C (-1.748, -4.444, 0.431)  0.560
F (-1.526, -5.175, 1.537)  -0.290
F (-2.265, -5.282, -0.430)  -0.260
C (-0.345, -3.988, -0.034)  0.914
F (-0.316, -3.439, -1.218)  -0.292
F (0.286, -3.185, 0.844)  -0.337
F (0.406, -5.091, -0.118)  -0.298
H (6.326, -1.101, 1.142)  0.269
H (5.396, 0.404, 1.242)  0.256
H (6.720, 0.228, -0.001)  0.326
H (5.491, -2.716, -1.375)  0.344
H (3.841, -2.780, -0.607)  0.282
H (5.330, -2.782, 0.388)  0.267
H (3.775, -0.394, -2.189)  0.280
H (2.872, 0.908, 0.391)  0.251
H (4.391, 1.678, -0.120)  0.308
H (3.049, 3.168, -1.197)  0.251
H (3.307, 1.988, -2.484)  0.236
H (0.925, 2.763, -2.410)  0.247
H (0.207, 0.714, -3.194)  0.260
H (1.919, 0.331, -3.124)  0.209
H (0.835, -0.167, -1.749)  0.201
H (0.488, 0.955, 0.025)  0.201
H (0.936, 2.731, 0.201)  0.200
H (-1.193, 1.937, -1.774)  0.245
H (-1.088, 3.459, -0.847)  0.223
H (-0.120, 4.496, 4.474)  0.540
Lu (2.051, 0.351, 4.118)  1.549

=====

(3)
Molecular formula: C19H20CoN3O2Te
Method: DFT, the ωB97M-V functional and the def2-TZVPD basis

As for the spin multiplicity: 3. The energy is -2701.492675 hartree. The HOMO energy (spin up / spin down) is -5.91 / -5.74 eV. As for the frontier orbital gap (spin up / spin down): 6.16 / 5.96 eV. The strongest force on any atom comes out at 0.264 eV/A.

Last column: Mulliken spin population.
Positions of all 46 atoms, in Å:
Co (0.339, -0.948, -1.143)  1.985
C (4.066, 0.116, -0.978)  0.006
C (3.147, -1.011, -0.609)  -0.016
O (2.406, -1.529, -1.443)  0.017
N (3.171, -1.437, 0.680)  0.004
C (2.192, -2.392, 1.177)  -0.014
C (0.954, -1.742, 1.740)  -0.015
C (0.808, -1.577, 3.112)  0.008
C (-0.331, -0.969, 3.609)  -0.022
C (-1.298, -0.545, 2.712)  0.011
C (-1.077, -0.731, 1.361)  -0.002
N (0.029, -1.312, 0.868)  0.006
H (4.305, 0.041, -2.034)  0.000
H (4.979, 0.127, -0.383)  -0.001
H (3.524, 1.054, -0.826)  -0.003
H (3.650, -0.855, 1.349)  0.001
H (2.663, -3.003, 1.947)  -0.001
H (1.927, -3.034, 0.337)  0.002
H (1.586, -1.932, 3.775)  0.001
H (-0.463, -0.832, 4.675)  -0.003
H (-2.209, -0.065, 3.042)  0.001
H (-1.786, -0.385, 0.618)  -0.005
Te (-0.404, 1.162, -2.393)  0.012
C (0.375, 2.882, -1.463)  -0.006
C (1.024, 2.815, -0.228)  -0.001
C (1.531, 3.956, 0.379)  -0.001
C (1.400, 5.193, -0.237)  0.002
C (0.756, 5.271, -1.464)  -0.001
C (0.248, 4.130, -2.071)  0.000
H (1.125, 1.853, 0.264)  0.014
H (2.027, 3.877, 1.340)  0.000
H (1.795, 6.084, 0.233)  0.000
H (0.649, 6.230, -1.957)  0.000
H (-0.250, 4.209, -3.030)  0.000
O (-1.147, -2.229, -2.064)  -0.005
N (-2.355, -2.149, -1.585)  -0.005
C (-2.732, -2.984, -0.594)  0.013
C (-3.996, -2.906, -0.053)  -0.005
C (-4.888, -1.958, -0.532)  0.011
C (-4.482, -1.120, -1.556)  -0.003
C (-3.209, -1.230, -2.079)  0.015
H (-1.963, -3.678, -0.292)  0.000
H (-4.265, -3.592, 0.738)  0.000
H (-5.881, -1.876, -0.113)  0.001
H (-5.138, -0.364, -1.964)  0.000
H (-2.800, -0.616, -2.866)  -0.001

=====

(4)
Molecular formula: C19H20CrN4S2
Method: DFT, the ωB97M-V functional and the def2-TZVPD basis

Its charge is -1. As for the energy above the lowest of the compared OMol25 structures with the same formula, charge and spin: 0.0 kJ/mol. As for the spin multiplicity: 4. The energy is -2795.995336 hartree. The HOMO energy (spin up / spin down) is -4.78 / -4.75 eV. As for the frontier orbital gap (spin up / spin down): 7.39 / 7.39 eV. The strongest force on any atom comes out at 0.633 eV/A.

Last column: Mulliken spin population.
Positions of all 46 atoms, in Å:
Cr (0.093, 0.489, 0.496)  3.324
C (-2.089, 1.505, -1.511)  0.005
N (-1.721, 0.223, -0.897)  -0.080
C (-2.926, -0.409, -0.359)  0.021
C (-1.099, -0.664, -1.903)  -0.011
C (0.238, -0.102, -2.308)  -0.014
C (0.709, -0.180, -3.610)  -0.016
C (1.962, 0.334, -3.922)  0.040
C (2.723, 0.929, -2.926)  -0.029
C (2.237, 1.009, -1.627)  0.025
C (0.988, 0.494, -1.286)  -0.238
H (-2.859, 1.357, -2.281)  0.002
H (-1.219, 1.970, -1.968)  0.003
H (-2.478, 2.181, -0.751)  0.002
H (-3.658, -0.598, -1.156)  0.001
H (-3.388, 0.244, 0.380)  -0.001
H (-2.657, -1.355, 0.111)  0.002
H (-1.766, -0.801, -2.766)  0.002
H (-0.953, -1.638, -1.426)  0.000
H (0.105, -0.646, -4.383)  -0.001
H (2.333, 0.272, -4.938)  0.004
H (3.701, 1.331, -3.165)  -0.002
H (2.850, 1.473, -0.862)  -0.001
S (1.774, 1.183, 2.010)  -0.064
C (0.766, 2.569, 2.254)  0.009
S (-0.505, 2.737, 1.091)  -0.038
C (0.947, 3.444, 3.307)  0.023
C (0.038, 4.502, 3.566)  -0.002
N (-0.707, 5.349, 3.808)  0.002
C (2.045, 3.321, 4.199)  -0.002
N (2.942, 3.257, 4.922)  0.002
C (2.098, -2.376, -0.425)  -0.002
C (0.904, -2.522, 0.469)  0.012
C (0.376, -3.668, 1.024)  0.019
C (-0.707, -3.272, 1.852)  -0.002
C (-0.785, -1.901, 1.766)  0.023
C (-1.621, -0.941, 2.572)  0.020
N (0.194, -1.438, 0.913)  -0.026
H (2.728, -3.263, -0.338)  0.001
H (2.683, -1.505, -0.128)  0.002
H (1.821, -2.244, -1.474)  0.001
H (0.722, -4.677, 0.851)  0.002
H (-1.325, -3.926, 2.451)  0.001
H (-2.660, -1.268, 2.648)  0.001
H (-1.626, 0.067, 2.138)  -0.019
H (-1.225, -0.843, 3.584)  0.002

=====

(5)
Molecular formula: C19H20F3N3O2S
Method: DFT, the ωB97M-V functional and the def2-TZVPD basis

As for the energy above the lowest of the compared OMol25 structures with the same formula, charge and spin: 0.0 kJ/mol. The energy is -1748.635573 hartree. The HOMO energy is -9.32 eV. As for the frontier orbital gap: 9.69 eV. The strongest force on any atom comes out at 1.042 eV/A.

Last column: natural (NBO) charge in e.
Positions of all 48 atoms, in Å:
O (-0.951, -2.724, -2.084)  -0.626
C (-0.826, -2.400, -0.923)  0.695
N (0.206, -2.804, -0.146)  -0.628
H (0.283, -2.430, 0.787)  0.400
C (1.386, -3.417, -0.705)  -0.215
H (1.077, -3.925, -1.621)  0.240
H (1.784, -4.146, 0.004)  0.204
C (2.464, -2.372, -1.056)  -0.468
C (3.001, -1.683, 0.142)  0.097
N (4.185, -1.829, 0.607)  -0.438
C (4.412, -1.081, 1.712)  -0.048
C (3.363, -0.327, 2.125)  -0.446
S (2.017, -0.557, 1.080)  0.346
H (3.294, 0.335, 2.963)  0.240
H (5.377, -1.124, 2.181)  0.214
H (3.295, -2.871, -1.556)  0.245
H (2.026, -1.639, -1.737)  0.234
C (-1.832, -1.521, -0.187)  -0.318
C (-2.782, -2.353, 0.691)  -0.387
H (-2.395, -2.399, 1.710)  0.213
H (-2.837, -3.375, 0.310)  0.221
C (-4.199, -1.753, 0.705)  -0.504
C (-4.185, -0.241, 0.613)  0.686
O (-4.762, 0.492, 1.392)  -0.635
N (-3.493, 0.214, -0.461)  -0.435
C (-2.662, -0.714, -1.189)  -0.214
H (-2.007, -0.165, -1.865)  0.224
H (-3.269, -1.396, -1.794)  0.216
C (-3.247, 1.637, -0.614)  -0.244
C (-1.922, 1.997, 0.008)  -0.032
C (-0.771, 2.089, -0.762)  -0.199
C (0.455, 2.321, -0.150)  -0.142
C (0.546, 2.479, 1.224)  -0.186
C (-0.606, 2.391, 1.989)  -0.224
C (-1.827, 2.144, 1.388)  -0.145
H (-2.722, 2.057, 1.986)  0.232
H (-0.546, 2.513, 3.060)  0.220
H (1.503, 2.667, 1.685)  0.231
C (1.676, 2.371, -1.021)  0.975
F (1.830, 1.234, -1.732)  -0.331
F (1.622, 3.364, -1.926)  -0.323
F (2.816, 2.540, -0.337)  -0.320
H (-0.815, 1.987, -1.836)  0.226
H (-3.267, 1.888, -1.677)  0.207
H (-4.061, 2.152, -0.097)  0.251
H (-4.728, -2.040, 1.612)  0.243
H (-4.765, -2.127, -0.151)  0.228
H (-1.280, -0.808, 0.438)  0.220